<1>
This record from OMol25 describes a cluster of 12 separate species, C20H64O12 in total. The level of theory is ωB97M-V/def2-TZVPD.

SMILES: CCO.CCO.CCO.CCO.CCO.CCO.CCO.CCO.CO.CO.CO.CO
Frontier orbital gap (eV): 9.817
Highest occupied orbital energy (eV): -9.5121

Geometry as ORCA input:
```
! RIJCOSX wB97M-V def2-TZVPD def2/J DEFGRID3
* xyz 0 1
O -29.699 9.187 8.755
H -28.027 11.071 13.927
C -20.752 9.949 8.421
C -26.294 9.198 6.197
O -27.197 9.456 5.149
H -26.290 12.984 9.351
H -21.488 9.387 8.966
H -25.647 8.356 6.001
H -28.159 11.153 8.474
C -20.593 13.661 6.884
H -26.470 11.048 13.036
O -20.876 14.545 5.761
H -24.520 12.810 9.731
C -19.285 13.010 6.674
H -19.252 12.391 5.808
H -26.388 5.547 9.743
C -24.139 12.441 5.941
H -21.292 12.868 6.955
H -20.670 14.164 7.905
H -27.964 9.061 9.797
H -23.583 13.293 5.642
C -26.020 13.885 9.904
C -27.526 10.722 13.073
H -21.823 11.121 11.113
H -21.567 5.394 6.073
H -23.193 5.734 9.668
H -19.797 9.529 8.662
H -20.818 9.765 13.237
H -24.593 13.192 7.607
H -26.079 10.713 8.930
H -24.236 9.654 8.097
H -21.347 11.360 13.872
H -21.460 15.208 6.020
H -26.668 15.172 11.553
C -21.178 9.924 6.973
H -24.502 11.930 5.000
H -25.913 9.085 9.598
H -27.437 5.848 8.382
H -22.584 6.259 11.185
H -22.803 11.333 8.764
C -28.698 11.043 9.388
O -25.551 6.638 8.152
O -23.515 11.330 12.022
H -22.679 9.625 11.465
C -25.559 10.087 9.618
C -22.309 10.587 11.926
H -23.290 5.997 7.309
C -22.813 6.902 6.913
H -29.466 9.573 10.750
C -24.144 10.025 9.074
H -24.763 7.497 9.774
C -21.576 10.500 13.316
O -20.769 11.272 8.982
H -22.512 7.617 7.652
H -20.637 10.683 6.457
C -23.177 6.581 10.252
H -21.577 6.102 4.282
H -28.025 14.482 10.744
H -23.708 11.639 11.157
H -25.588 10.581 10.567
O -24.798 13.427 10.404
H -25.643 10.036 6.461
H -23.521 7.302 6.267
H -27.086 7.126 9.551
O -24.385 7.135 10.608
C -26.897 14.247 11.078
H -18.523 13.794 6.486
H -22.206 10.178 6.963
H -22.314 9.965 13.868
O -25.085 12.782 6.894
H -29.773 8.222 8.824
H -22.521 7.237 9.685
O -21.591 6.867 4.822
H -20.277 11.230 9.772
H -29.573 11.720 9.262
H -26.804 8.921 7.139
O -27.038 8.521 12.023
H -28.063 9.696 5.504
H -20.856 8.888 6.602
C -26.657 6.263 8.952
O -23.628 11.369 9.195
H -26.899 13.414 11.787
H -28.034 11.519 10.156
H -20.718 6.817 6.616
H -23.569 9.366 9.631
H -18.935 12.470 7.587
C -21.605 6.508 6.165
H -28.871 9.204 12.775
C -27.844 9.244 12.933
C -28.937 9.655 9.855
H -27.938 11.226 12.169
H -26.168 8.624 12.389
H -27.528 8.761 13.860
H -25.516 6.077 7.417
H -25.922 14.737 9.247
H -23.598 11.647 6.353
*
```

---

<2>
This record from OMol25 describes a cluster of 12 separate species, C20H64O12 in total. The level of theory is ωB97M-V/def2-TZVPD.

SMILES: CCO.CCO.CCO.CCO.CCO.CCO.CCO.CCO.CCO.CCO.O.O
Frontier orbital gap (eV): 9.832
Highest occupied orbital energy (eV): -9.5365

Geometry as ORCA input:
```
! RIJCOSX wB97M-V def2-TZVPD def2/J DEFGRID3
* xyz 0 1
C 4.695 19.199 -22.388
H 8.406 11.197 -19.484
C 7.951 17.324 -25.181
H 7.238 12.473 -19.502
O 10.674 14.561 -16.584
H 5.645 15.145 -23.258
C 11.039 19.132 -19.728
O 10.181 12.582 -21.982
H 10.047 13.862 -16.854
H 6.048 21.038 -19.499
C 11.358 20.606 -19.901
H 7.586 13.183 -24.554
H 8.025 14.791 -24.068
O 5.532 21.156 -17.455
H 4.978 11.335 -17.279
H 6.248 15.406 -18.285
H 8.289 15.910 -21.210
C 8.293 18.799 -25.305
H 5.166 13.658 -24.133
O 9.405 19.077 -24.401
H 5.467 18.003 -23.992
H 5.586 16.039 -17.050
H 8.094 19.913 -19.211
H 7.757 16.949 -14.802
O 5.844 15.187 -17.420
H 6.996 16.973 -20.752
H 12.943 12.090 -16.157
H 9.662 21.370 -20.493
H 8.924 17.260 -16.117
O 5.308 11.274 -18.178
H 5.150 18.497 -21.675
H 11.722 13.841 -14.949
H 12.389 12.681 -17.727
C 7.587 16.115 -20.393
O 10.228 21.398 -19.717
C 9.819 17.303 -14.176
H 7.701 16.829 -18.316
H 8.746 15.503 -18.713
C 7.327 11.387 -19.412
H 10.071 15.582 -15.067
C 10.310 13.282 -20.734
C 6.694 10.909 -18.154
H 2.761 19.092 -22.065
H 5.802 15.067 -25.005
C 8.317 16.421 -19.119
H 6.782 18.934 -18.455
H 12.084 14.301 -21.286
H 12.648 14.615 -16.122
H 10.657 17.949 -14.463
H 10.627 15.148 -21.797
C 7.286 14.006 -23.894
O 6.682 15.003 -20.207
H 6.945 10.931 -20.327
H 8.758 16.784 -25.683
H 7.067 17.186 -25.813
H 10.030 11.642 -21.841
H 7.502 14.130 -16.915
H 4.149 19.109 -24.506
H 6.779 9.817 -18.075
H 9.325 13.496 -20.281
C 4.525 18.475 -23.704
H 5.385 20.029 -22.533
H 7.198 11.354 -17.289
H 7.685 12.801 -16.179
H 7.810 16.953 -24.174
C 5.878 14.477 -24.091
H 11.130 15.154 -20.067
H 4.671 20.931 -17.821
H 9.549 17.565 -13.149
H 8.360 13.293 -22.470
H 7.141 21.912 -18.429
C 6.493 21.028 -18.508
C 8.631 17.527 -15.095
H 11.935 18.503 -19.776
H 8.347 18.583 -15.157
O 7.400 13.415 -22.567
H 9.631 20.009 -24.488
H 10.586 18.943 -18.755
C 12.121 12.584 -16.670
H 11.237 11.936 -16.688
H 10.787 12.713 -19.924
O 10.215 15.936 -14.171
H 8.018 19.723 -17.456
O 8.168 13.453 -16.694
O 3.475 19.694 -21.838
C 7.420 19.821 -18.356
H 8.608 19.068 -26.317
H 9.094 17.165 -19.289
H 6.785 14.384 -20.956
H 11.953 20.787 -20.804
H 3.832 17.632 -23.596
H 10.361 18.770 -20.504
C 11.069 14.573 -20.984
H 7.444 19.427 -25.001
H 12.072 20.844 -19.106
C 11.816 13.906 -16.042
*
```

---

<3>
This record from OMol25 describes a cluster of 12 separate species, C20H64O12 in total. The level of theory is ωB97M-V/def2-TZVPD.

SMILES: CCO.CCO.CCO.CCO.CCO.CCO.CCO.CCO.CO.CO.CO.CO
Frontier orbital gap (eV): 9.813
Highest occupied orbital energy (eV): -9.4867

Geometry as ORCA input:
```
! RIJCOSX wB97M-V def2-TZVPD def2/J DEFGRID3
* xyz 0 1
C -14.962 -28.457 1.686
O -11.302 -28.888 0.935
H -7.550 -28.346 6.013
C -7.956 -31.580 4.130
H -12.984 -29.420 4.939
H -10.104 -26.379 4.012
O -7.390 -30.660 7.043
C -10.867 -31.182 1.339
C -9.456 -25.495 2.068
H -9.707 -24.422 2.086
H -14.161 -26.896 6.515
H -10.053 -25.660 6.314
O -13.826 -27.082 8.381
H -10.980 -27.191 6.078
H -7.707 -26.096 6.579
H -17.471 -27.707 5.627
H -14.189 -27.261 3.242
H -11.198 -23.960 4.674
H -9.495 -25.928 1.079
C -11.707 -30.159 0.629
H -11.473 -23.605 2.948
H -16.041 -28.462 1.800
H -7.341 -31.243 3.302
H -11.643 -30.326 -0.439
C -10.321 -26.468 2.941
H -10.090 -29.387 8.587
H -15.943 -28.497 5.205
H -14.795 -28.646 0.631
O -14.915 -26.066 1.660
C -12.173 -28.994 4.354
C -8.462 -30.504 7.930
H -13.258 -27.283 1.756
H -8.227 -25.602 5.069
H -8.030 -30.566 8.949
C -14.243 -27.196 2.141
O -7.559 -27.939 3.927
H -11.763 -25.533 5.966
C -10.944 -26.178 6.419
C -13.287 -24.080 3.924
C -13.490 -28.403 8.816
H -11.044 -31.183 2.388
C -7.904 -29.009 1.211
C -9.341 -29.253 7.825
O -14.331 -26.541 5.644
H -13.963 -29.140 6.804
H -7.091 -32.085 5.780
C -7.523 -26.251 5.481
H -6.526 -25.966 5.182
H -13.660 -26.484 9.113
O -11.267 -26.307 7.777
C -11.885 -23.554 3.919
H -8.597 -29.089 2.026
O -14.019 -23.553 2.845
H -12.087 -26.787 7.791
H -12.318 -29.212 7.394
H -14.935 -23.574 3.072
O -8.545 -28.776 -0.002
H -9.830 -31.199 1.133
H -14.455 -29.290 2.117
H -12.764 -30.372 0.781
H -14.523 -25.339 2.114
H -13.169 -25.141 3.845
H -8.770 -28.348 7.977
H -13.761 -23.816 4.887
H -8.852 -32.175 3.729
C -7.966 -27.667 5.264
H -10.220 -27.502 2.680
H -11.965 -22.485 4.024
H -7.957 -26.370 2.877
H -9.913 -29.255 6.943
O -8.119 -25.563 2.419
H -11.360 -26.187 2.781
C -16.379 -27.736 5.900
H -16.263 -28.016 6.942
H -12.121 -27.904 4.312
H -12.259 -29.326 3.323
H -11.162 -32.174 1.028
H -7.402 -29.943 1.285
H -7.285 -28.222 1.547
H -12.561 -28.414 9.409
H -6.671 -30.123 7.321
H -14.284 -28.806 9.445
H -9.005 -27.751 5.440
H -13.530 -30.303 8.137
H -10.345 -29.608 4.185
O -10.984 -29.503 4.877
H -9.144 -31.298 7.791
H -9.376 -28.346 0.279
O -7.029 -32.334 4.883
H -11.950 -28.358 0.436
H -16.091 -25.629 6.099
H -6.832 -28.537 3.968
C -15.732 -26.417 5.448
H -15.919 -26.192 4.384
C -13.351 -29.318 7.706
H -8.271 -30.677 4.616
*
```

---

It turns out <2> is the most stable, with the second structure 3.382 eV higher.

---

<1>
This record from OMol25 describes the ion C9H11N2O2 with charge +1. The level of theory is ωB97M-V/def2-TZVPD.

Frontier orbital gap (eV): 8.234
Highest occupied orbital energy (eV): -12.6676

Geometry as ORCA input:
```
! RIJCOSX wB97M-V def2-TZVPD def2/J DEFGRID3
* xyz 1 1
H -2.739 1.095 0.967
H 2.268 -3.776 -0.861
C 0.024 -0.820 -0.327
O 3.055 1.104 -0.587
C -1.920 1.045 1.681
C -0.345 1.691 -0.160
C 0.268 -3.108 -0.545
C 2.197 -1.656 -0.684
C 1.632 -2.917 -0.707
H -1.657 -2.162 -0.232
H -2.287 1.332 2.664
H -0.037 1.884 1.884
H 3.255 -1.490 -0.817
C -0.595 -2.025 -0.350
H -0.150 -4.103 -0.569
N -1.153 2.313 -1.100
N -0.842 1.955 1.248
C 1.349 -0.555 -0.485
C 1.917 0.811 -0.457
O 0.996 1.860 -0.229
H -1.868 1.741 -1.532
H -0.636 2.832 -1.802
H -1.540 0.026 1.718
H -1.192 2.925 1.281
*
```

---

<2>
This record from OMol25 describes the ion C9H11N2O2 with charge +1. The level of theory is ωB97M-V/def2-TZVPD.

SMILES: CCOCc1c[nH+]cc(OC#N)c1
Frontier orbital gap (eV): 8.549
Highest occupied orbital energy (eV): -13.7651

Geometry as ORCA input:
```
! RIJCOSX wB97M-V def2-TZVPD def2/J DEFGRID3
* xyz 1 1
C 1.488 -1.078 -1.682
H 0.260 3.106 1.323
H 2.922 -1.220 -0.239
H -0.571 2.218 0.010
H -1.506 3.198 1.220
C 0.165 -0.986 -1.964
C 1.067 -1.097 0.587
N 1.367 0.035 -4.731
O -0.354 -0.938 -3.244
H 0.249 0.959 2.181
C -0.282 -0.991 0.366
C 0.522 -0.466 -4.106
N 1.928 -1.142 -0.424
H -2.060 -1.604 1.371
H -1.075 1.747 3.019
O -1.736 0.416 1.626
C -0.643 2.550 1.049
H 2.246 -1.089 -2.461
H 1.412 -1.121 1.615
C -0.760 1.374 2.037
C -1.248 -0.894 1.559
C -0.764 -0.937 -0.928
H -0.747 -1.233 2.479
H -1.827 -0.832 -1.130
*
```

---

It turns out <2> is the most stable, with the second structure 0.530 eV higher.

---

<1>
This record from OMol25 describes a cluster of 2 separate species, CH5N2S in total. The level of theory is ωB97M-V/def2-TZVPD.

Frontier orbital gap (eV): 7.130
Highest occupied orbital energy (eV): -2.9907

Geometry as ORCA input:
```
! RIJCOSX wB97M-V def2-TZVPD def2/J DEFGRID3
* xyz -1 1
N -0.706 0.671 0.111
H -2.711 -1.041 1.843
H 0.105 0.820 0.706
S 1.888 0.110 -1.044
C -1.577 -0.276 0.533
H -0.330 0.540 -0.826
H 3.171 -0.036 -1.415
N -1.817 -0.573 1.754
H -2.085 -0.794 -0.292
*
```

---

<2>
This record from OMol25 describes a cluster of 2 separate species, CH5N2S in total. The level of theory is ωB97M-V/def2-TZVPD.

Frontier orbital gap (eV): 6.724
Highest occupied orbital energy (eV): -2.6206

Geometry as ORCA input:
```
! RIJCOSX wB97M-V def2-TZVPD def2/J DEFGRID3
* xyz -1 1
S -2.301 1.696 -0.592
N 1.474 -1.649 0.562
C 0.759 -0.864 -0.214
H 2.267 -1.963 -0.116
H 0.056 0.358 1.227
N 0.094 0.254 0.217
H 0.681 -1.062 -1.331
H -2.982 2.117 0.543
H -0.048 1.114 -0.296
*
```

---

It turns out <1> is the most stable, with the second structure 0.870 eV higher.